{
  "formula": "C4H13NO2",
  "method": "ωB97M-V/def2-TZVPD",
  "relative_energy_kj_mol": 108.2,
  "orbital_gap_ev": [2.039, 8.593],
  "homo_ev": [1.14, -5.43],
  "spin_multiplicity": 2,
  "fmax_ev_per_a": 1.246,
  "s_squared": 0.750,
  "e_lumo_ev": [3.18, 3.16],
  "charge": -1,
  "molar_mass_g_mol": 107.2,
  "symbols": ["C", "C", "C", "C", "N", "H", "H", "H", "H", "H", "H", "H", "H", "H", "H", "H", "O", "H", "H", "O"],
  "positions_angstrom": [[3.852, 2.364, 0.009], [2.430, 1.882, 0.266], [1.453, 1.768, -0.895], [0.574, 0.755, -0.906], [-0.363, 0.579, -1.915], [4.185, 2.118, -1.002], [4.566, 1.904, 0.694], [3.925, 3.435, 0.213], [2.471, 0.837, 0.580], [2.075, 2.537, 1.072], [1.395, 2.454, -1.737], [0.451, 0.198, 0.018], [-0.618, -0.345, -2.189], [-0.633, 1.359, -2.479], [-5.132, -3.232, -1.114], [-4.227, -2.585, -0.028], [-4.313, -3.365, -0.604], [-2.647, -2.521, 4.089], [-1.949, -3.470, 2.989], [-2.064, -2.555, 3.323]],
  "lowdin_charge": [-0.13, -0.29, -0.15, -0.29, 0.02, 0.06, 0.06, 0.06, 0.09, 0.10, 0.09, 0.10, 0.04, 0.06, -0.04, -0.06, -0.36, -0.04, -0.02, -0.32]
}